[1]
# C32H42NO5Si2

A 2-piece molecular cluster, C32H42NO5Si2 overall (ωB97M-V/def2-TZVPD, the OMol25 dataset).

Geometry as XYZ:
```
82
Properties=species:S:1:pos:R:3:forces:R:3
C 3.9391 -5.2436 2.6059 1.0 -0.7 1.2
O 3.2918 -4.5300 1.6022 -1.7 0.4 -0.9
C 1.9644 -4.8427 1.6281 -1.0 -0.4 0.3
O 1.4659 -5.6156 2.4184 0.8 0.4 -0.3
C 1.0910 -4.1487 0.6250 0.4 -0.1 -0.9
C 0.5767 -2.8072 1.1405 -0.2 0.0 1.0
C -0.1546 -2.0404 0.0917 -1.6 -0.1 -0.3
C 0.4471 -1.1914 -0.7334 0.2 0.5 -0.4
N -1.5308 -2.2885 -0.0657 0.9 -0.1 0.5
O -2.2444 -1.8664 -1.1823 0.5 0.0 1.0
Si -2.3206 -2.9987 -2.4200 -0.1 -1.4 -1.4
C -4.1029 -3.4119 -2.7994 0.4 0.4 0.4
C -1.5437 -2.2696 -3.9550 -0.1 0.1 0.5
C -1.4274 -4.5918 -2.0222 -0.1 0.6 0.3
O -2.2783 -2.9995 0.8705 0.6 -0.1 -0.9
Si -3.4440 -2.0969 1.6742 -1.4 0.9 0.9
C -5.0861 -2.9707 1.5035 0.7 0.0 -0.1
C -3.0650 -1.9539 3.5015 0.2 -0.3 -0.6
C -3.6112 -0.3691 0.9822 0.2 -0.4 -0.1
H 5.0057 -4.9996 2.6084 -0.3 0.1 -0.2
H 3.4840 -4.9736 3.5635 0.3 -0.3 0.0
H 3.7940 -6.3116 2.4167 0.2 0.1 0.3
H 1.6573 -4.0082 -0.3001 0.0 0.2 0.0
H 0.2556 -4.8135 0.3800 0.2 0.1 0.3
H -0.0820 -2.9815 2.0011 0.1 -0.1 -0.2
H 1.4111 -2.2092 1.5275 -0.1 0.0 -0.3
H -0.1120 -0.6666 -1.4808 -0.2 0.2 -0.3
H 1.4961 -0.9939 -0.6638 0.4 -0.1 0.1
H -4.1647 -4.1079 -3.6314 0.0 -0.1 -0.1
H -4.5649 -3.8658 -1.9289 -0.2 -0.1 0.1
H -4.6413 -2.5058 -3.0575 -0.3 0.1 -0.1
H -1.6083 -2.9700 -4.7834 0.0 -0.1 -0.1
H -2.0613 -1.3535 -4.2220 0.0 0.2 -0.2
H -0.4994 -2.0436 -3.7631 0.2 0.1 -0.1
H -1.5442 -5.2956 -2.8408 -0.1 -0.1 -0.2
H -0.3695 -4.4009 -1.8838 0.3 -0.1 0.1
H -1.8340 -5.0356 -1.1202 0.0 -0.2 0.2
H -5.8759 -2.4179 2.0050 -0.1 0.1 0.1
H -5.3360 -3.0701 0.4521 -0.2 -0.1 -0.2
H -5.0111 -3.9595 1.9461 -0.2 -0.2 0.0
H -3.8572 -1.4033 4.0030 -0.1 0.1 0.0
H -2.9933 -2.9431 3.9421 0.1 -0.1 0.2
H -2.1267 -1.4288 3.6487 0.2 0.1 0.2
H -4.3949 0.1738 1.5030 -0.1 0.0 0.2
H -2.6753 0.1677 1.0948 0.2 0.2 -0.1
H -3.8624 -0.4269 -0.0709 0.0 0.2 -0.2
C 1.4893 8.7146 2.6451 0.5 0.5 0.4
O 0.3747 8.1262 2.0169 -0.2 -2.4 -1.0
C 0.5857 6.8412 1.5659 -0.1 0.7 0.3
C -0.4841 6.1692 0.9374 -0.1 0.5 0.2
C -0.3378 4.9111 0.4262 0.2 0.1 0.0
C 0.8920 4.2269 0.5167 0.0 -1.0 -0.2
C 1.1705 2.9918 -0.1822 0.7 1.4 0.0
C 2.3462 2.1906 0.0666 0.8 -0.5 0.4
C 2.7329 1.5433 -1.1243 1.0 -0.3 1.0
C 3.9254 0.8344 -1.1875 -1.1 0.5 -0.5
C 4.6899 0.7244 -0.0465 0.1 0.1 0.7
C 4.2686 1.2889 1.1576 0.5 -0.3 0.0
C 3.1092 2.0230 1.2261 -0.8 0.3 -0.4
C 1.7192 1.8166 -2.1149 -1.0 0.2 -1.0
C 0.7322 2.6374 -1.5191 -0.7 -0.4 -0.8
C -0.3721 3.0284 -2.2851 0.5 0.0 0.8
C -0.4542 2.6316 -3.5987 0.0 -0.2 -0.5
C 0.5507 1.8644 -4.1839 -0.6 0.4 -0.1
C 1.6384 1.4490 -3.4511 0.6 0.1 1.2
C 1.9456 4.8880 1.1869 -0.1 -0.5 -0.2
C 1.8077 6.1495 1.6790 -0.2 0.9 0.3
H 1.2082 9.7167 2.9678 -0.1 -0.2 -0.1
H 1.7748 8.1283 3.5200 0.1 0.1 0.0
H 2.3208 8.7903 1.9424 0.1 0.0 0.1
H -1.4209 6.6896 0.8472 -0.2 0.1 0.0
H -1.1773 4.4281 -0.0371 -0.2 0.0 0.0
H 4.2319 0.3937 -2.1184 0.2 -0.2 -0.2
H 5.6218 0.1876 -0.0844 0.2 -0.1 0.0
H 4.8516 1.1479 2.0518 0.2 0.0 0.1
H 2.7606 2.4484 2.1507 0.1 0.0 0.3
H -1.1489 3.6260 -1.8493 -0.2 0.2 -0.1
H -1.3048 2.9362 -4.1847 -0.1 0.0 -0.1
H 0.4901 1.6145 -5.2285 -0.1 -0.1 -0.2
H 2.4322 0.8750 -3.8936 0.1 -0.2 -0.2
H 2.9129 4.4232 1.2450 0.1 0.0 0.0
H 2.6603 6.6251 2.1286 0.1 0.0 0.1
```
Positions in Å, forces in eV/Å.

Computed properties:
Energy relative to the best compared isomer or geometry (same formula, charge and spin) = 0.000 eV
Calculated total energy = -61341.640 eV
Total charge = +1

Just the Löwdin charges please, in e? Sure, here they are: C -0.09; O -0.03; C -0.48; O 0.11; C -0.08; C -0.11; C -0.30; C 0.05; N -0.20; O -0.16; Si 0.44; C -0.15; C -0.16; C -0.14; O -0.13; Si 0.45; C -0.15; C -0.16; C -0.15; H 0.10; H 0.10; H 0.10; H 0.13; H 0.12; H 0.13; H 0.13; H 0.05; H 0.05; H 0.04; H 0.02; H 0.03; H 0.04; H 0.03; H 0.02; H 0.04; H 0.02; H 0.04; H 0.04; H 0.02; H 0.04; H 0.04; H 0.03; H 0.03; H 0.04; H 0.03; H 0.02; C -0.07; O -0.04; C -0.19; C 0.04; C 0.01; C -0.12; C 0.08; C -0.12; C -0.11; C 0.02; C -0.02; C -0.04; C 0.00; C -0.11; C -0.09; C 0.02; C -0.04; C -0.03; C 0.02; C 0.02; C 0.01; H 0.11; H 0.10; H 0.10; H 0.13; H 0.11; H 0.12; H 0.12; H 0.11; H 0.12; H 0.10; H 0.11; H 0.12; H 0.12; H 0.11; H 0.11


[2]
# C32H43N2O7SSeSi2W

C32H43N2O7SSeSi2W as an isolated structure (ωB97M-V/def2-TZVPD, the OMol25 dataset).

Geometry as XYZ:
```
89
Properties=species:S:1:pos:R:3:forces:R:3
W -0.3699 -0.3853 0.0594 0.2 0.5 1.9
O -2.4834 3.0302 0.7701 -0.1 0.0 0.0
C -1.5147 2.3454 0.6170 0.0 -0.1 -0.1
O -1.3224 1.1239 1.1034 -0.4 -0.2 0.1
C -0.2741 2.7660 -0.1197 -0.2 0.0 0.0
C 0.1962 4.0329 -0.3739 0.0 0.4 -0.1
C 1.5249 4.1596 -0.7564 0.1 0.1 0.0
C 2.3550 3.0407 -0.7907 0.3 0.2 -0.1
C 1.7834 1.8198 -0.5389 0.0 -0.1 0.0
N 0.4916 1.7156 -0.3056 -0.4 -0.6 -0.1
C 2.4481 0.5081 -0.2637 -0.2 0.1 -0.3
O 3.5732 0.2347 -0.5687 0.2 -0.1 0.3
O 1.5947 -0.2706 0.3986 0.2 -0.3 -0.4
H -0.4507 4.8894 -0.2297 0.1 -0.1 0.0
H 1.9385 5.1406 -0.9564 0.0 0.0 0.0
H 3.4212 3.1163 -0.9658 -0.1 0.0 0.0
C -1.4018 1.2277 -3.6947 0.1 0.4 -0.2
Si -2.4587 -0.1408 -2.9886 0.1 0.1 0.1
C -4.1637 0.4960 -3.3877 -0.4 0.1 0.0
C -2.3176 -1.8638 -3.6637 -0.1 -0.3 -0.3
C -2.1237 -0.1088 -1.0993 0.8 -0.2 0.1
Si -3.5475 -1.0060 -0.0441 0.0 -0.3 0.0
C -3.9513 -0.0652 1.4942 -0.2 0.3 0.2
C -3.1446 -2.8158 0.1615 -0.3 -0.3 0.0
C -5.1690 -1.0771 -0.9574 -0.1 0.2 -0.5
H -1.3316 1.1710 -4.7889 -0.1 0.1 0.2
H -0.4006 1.2859 -3.2777 -0.1 0.1 -0.1
H -1.9255 2.1655 -3.4636 0.1 -0.1 -0.1
H -4.1339 0.9110 -4.4032 0.0 0.0 0.1
H -4.4606 1.3077 -2.7111 0.0 -0.1 -0.2
H -4.9430 -0.2680 -3.3612 0.1 0.2 -0.1
H -2.1383 -1.8703 -4.7473 -0.1 0.0 0.2
H -3.2791 -2.3684 -3.4927 0.2 0.1 0.0
H -1.5418 -2.4526 -3.1760 0.0 0.0 0.0
H -2.3664 0.9463 -0.9343 -0.3 0.1 0.0
H -3.1792 -0.0392 2.2528 0.0 0.1 0.0
H -4.8636 -0.4915 1.9337 0.1 0.1 -0.1
H -4.1660 0.9749 1.2205 0.0 -0.1 0.0
H -2.8787 -3.2346 -0.8132 0.0 0.0 0.0
H -4.0544 -3.3313 0.5042 0.1 0.1 -0.1
H -2.3448 -3.0570 0.8460 0.2 -0.1 0.0
H -5.5669 -0.0847 -1.1888 0.0 -0.2 0.1
H -5.8695 -1.5786 -0.2783 0.1 0.1 0.0
H -5.1207 -1.6589 -1.8846 -0.1 0.0 0.2
O -3.3952 -2.7112 8.1575 -0.1 0.1 0.0
C -3.9721 -2.4719 6.9630 0.1 0.0 0.0
O -5.1603 -2.5050 6.8492 -0.1 0.0 -0.1
C -3.0634 -2.1747 5.8006 0.0 0.0 0.1
C -3.5688 -2.4053 4.5274 0.0 0.0 -0.1
C -2.8077 -2.1311 3.4051 0.1 -0.1 0.2
C -1.5331 -1.5918 3.5631 -0.4 0.2 -0.3
S -0.3681 -1.2245 2.2801 0.6 0.0 -0.7
C -1.0143 -1.3566 4.8304 0.0 0.0 0.1
C -1.7832 -1.6566 5.9431 0.1 0.0 0.1
H -2.4363 -2.7301 8.0869 0.1 0.0 0.0
H -4.5723 -2.8024 4.4303 0.1 0.0 0.0
H -3.2064 -2.3344 2.4279 0.0 0.0 0.1
H -0.0219 -0.9352 4.9439 -0.1 0.0 0.0
H -1.3688 -1.4394 6.9216 0.0 0.0 0.0
C 3.7312 -7.5672 -0.0738 0.0 0.1 0.0
C 2.9091 -6.3141 -0.2452 0.0 0.0 0.1
C 2.0746 -6.1438 -1.3409 0.0 -0.1 -0.1
C 1.2650 -5.0236 -1.4919 0.0 -0.3 -0.1
C 0.4019 -4.9172 -2.7306 0.1 0.0 0.2
C 1.3221 -4.0594 -0.4832 -0.3 0.3 0.2
Se 0.0842 -2.6170 -0.8319 -0.7 0.4 -0.5
C 2.1503 -4.1602 0.6314 0.3 -0.3 0.1
C 2.2209 -3.1499 1.7414 0.0 -0.1 -0.1
C 2.9428 -5.3040 0.7122 0.0 0.0 0.0
H 3.7115 -8.1871 -0.9711 0.0 0.1 0.1
H 3.3409 -8.1630 0.7554 0.0 0.0 0.0
H 4.7710 -7.3275 0.1589 -0.1 0.0 0.0
H 2.0432 -6.9077 -2.1140 0.0 0.1 0.1
H 0.4239 -5.8529 -3.2870 0.0 0.0 0.0
H 0.7727 -4.1280 -3.3884 0.0 0.0 0.0
H -0.6382 -4.6873 -2.4877 0.1 -0.1 0.0
H 2.2442 -2.1306 1.3631 0.0 -0.1 0.0
H 3.1178 -3.3148 2.3386 0.0 0.0 0.0
H 1.3567 -3.2491 2.4003 0.1 0.0 0.0
H 3.6059 -5.4036 1.5675 -0.1 0.0 -0.1
C 0.8133 -1.0191 -4.4365 0.2 0.0 -0.1
C 1.5154 -0.4565 -3.2373 0.2 -0.2 -0.4
N 2.8466 -0.3983 -3.3049 0.1 -0.1 -0.1
O 0.9015 -0.0678 -2.2382 -0.1 0.2 0.2
H 1.4830 -1.1724 -5.2838 0.0 0.0 0.1
H 0.0019 -0.3609 -4.7264 0.1 -0.1 0.0
H 0.3762 -1.9711 -4.1470 0.0 -0.1 0.0
H 3.3255 -0.7569 -4.1097 0.0 0.0 -0.1
H 3.3946 -0.1447 -2.4971 0.0 0.1 0.1
```
Positions in Å, forces in eV/Å.

Computed properties:
Energy relative to the best compared isomer or geometry (same formula, charge and spin) = 3.761 eV
Calculated total energy = -144953.779 eV
Total charge = +1

Just the Löwdin charges please, in e? Sure, here they are: W 1.42; O 0.17; C -0.54; O -0.30; C -0.14; C 0.06; C 0.01; C 0.06; C -0.16; N 0.05; C -0.51; O 0.14; O -0.30; H 0.14; H 0.13; H 0.14; C -0.18; Si 0.44; C -0.18; C -0.17; C -0.45; Si 0.45; C -0.17; C -0.23; C -0.17; H 0.05; H 0.01; H 0.05; H 0.05; H 0.05; H 0.02; H 0.05; H 0.04; H -0.03; H 0.01; H 0.01; H 0.06; H 0.05; H 0.02; H 0.06; H -0.02; H 0.04; H 0.06; H 0.03; O 0.13; C -0.48; O 0.14; C -0.12; C 0.02; C -0.09; C -0.54; S 0.79; C -0.10; C -0.01; H 0.10; H 0.13; H 0.05; H 0.11; H 0.12; C -0.04; C -0.25; C -0.01; C -0.30; C -0.08; C -0.40; Se 0.90; C -0.26; C -0.07; C 0.00; H 0.08; H 0.09; H 0.09; H 0.12; H 0.09; H 0.07; H 0.05; H 0.04; H 0.09; H 0.05; H 0.13; C 0.03; C -0.53; N 0.23; O -0.14; H 0.10; H 0.05; H 0.06; H 0.12; H 0.09